No. 1
{
  "formula": "C4H5NO",
  "method": "ωB97M-V/def2-TZVPD",
  "symbols": ["C", "C", "O", "C", "C", "N", "H", "H", "H", "H", "H"],
  "coordinates": [[-1.4425, 0.1396, -0.3669], [-0.3777, -0.5231, 0.4700], [-0.6046, -1.1603, 1.4686], [1.0673, -0.4000, -0.0552], [1.6452, 0.8815, 0.3485], [2.0774, 1.8984, 0.6900], [-2.3673, 0.2458, 0.2028], [-1.6314, -0.5114, -1.2296], [-1.1152, 1.1116, -0.7497], [1.0901, -0.4674, -1.1491], [1.6585, -1.2148, 0.3704]],
  "atomic_forces_ev_per_a": [[-0.1, 0.0, 0.1], [-0.1, -0.2, 0.2], [0.1, 0.3, -0.4], [0.1, -0.1, 0.0], [0.4, 0.9, 0.3], [-0.4, -1.0, -0.4], [0.2, 0.0, -0.1], [0.0, 0.1, 0.1], [0.0, -0.1, 0.1], [0.0, 0.0, 0.2], [-0.1, 0.1, 0.0]],
  "gap_ev": 11.0,
  "max_force_ev_per_a": 1.13,
  "smiles": "CC(=O)CC#N",
  "relative_energy_kj_mol": 41.94,
  "lumo_ev": 0.58,
  "homo_energy_ev": -10.43,
  "e_tot_ev": -7766.092
}



No. 2
{
  "formula": "C14H52N6O12",
  "method": "ωB97M-V/def2-TZVPD",
  "symbols": ["C", "C", "O", "H", "H", "H", "H", "H", "H", "C", "C", "O", "H", "H", "H", "H", "H", "H", "C", "O", "N", "N", "H", "H", "H", "H", "C", "O", "N", "N", "H", "H", "H", "H", "C", "O", "N", "N", "H", "H", "H", "H", "C", "O", "H", "H", "H", "H", "C", "O", "H", "H", "H", "H", "C", "O", "H", "H", "H", "H", "C", "O", "H", "H", "H", "H", "C", "O", "H", "H", "H", "H", "C", "O", "H", "H", "H", "H", "C", "O", "H", "H", "H", "H"],
  "coordinates": [[1.8010, 1.1227, 4.7921], [2.1000, 0.5667, 3.4041], [3.5160, 0.4767, 3.1541], [0.7620, 1.0447, 5.0801], [1.9100, 2.2337, 4.8741], [2.4960, 0.6567, 5.5181], [1.5110, 1.1417, 2.6701], [1.6830, -0.4353, 3.2251], [3.5650, 0.0787, 2.2471], [0.0470, 0.2277, 0.3751], [-0.4400, -0.4953, -0.8119], [0.6450, -0.6283, -1.6879], [0.3570, 1.2007, 0.3201], [0.9080, -0.2473, 0.8801], [-0.7760, 0.1607, 1.0711], [-1.1370, 0.1497, -1.2509], [-0.8270, -1.4723, -0.6349], [1.1370, -1.4093, -1.3529], [0.0900, 1.0317, -4.9009], [1.2110, 0.2887, -5.2599], [-0.3990, 1.9457, -5.6519], [-0.5490, 0.8307, -3.7859], [-0.2040, 1.9027, -6.6699], [-1.3270, 2.3907, -5.5189], [-0.1500, 0.2297, -3.0759], [-1.5340, 1.0947, -3.7409], [1.3650, -3.2953, 0.3681], [0.1000, -3.7043, 0.9411], [2.4570, -3.0913, 1.0031], [1.4940, -3.1613, -0.9169], [2.4620, -3.0703, 2.0291], [3.2490, -2.4823, 0.6061], [0.7280, -3.3593, -1.5289], [2.4170, -3.1713, -1.3849], [-1.7220, -1.5053, 3.1241], [-0.4410, -1.3033, 3.5501], [-2.6800, -0.9143, 3.7241], [-2.0490, -2.3933, 2.2221], [-2.3420, -0.1753, 4.3061], [-3.7060, -1.0473, 3.4861], [-1.3060, -2.9103, 1.6861], [-3.0700, -2.5763, 1.8471], [-4.0970, -1.6503, -2.1379], [-2.8550, -1.2873, -2.7129], [-4.6280, -2.1493, -2.9409], [-4.6820, -0.8113, -1.7089], [-3.8630, -2.3873, -1.3219], [-2.9460, -0.4923, -3.2789], [2.7860, 2.4757, -0.0469], [4.0010, 3.1767, -0.2189], [1.8780, 3.0857, 0.1201], [2.9270, 1.8017, 0.8421], [2.5770, 1.7927, -0.8769], [3.7900, 3.9797, -0.7069], [-3.4820, 0.5557, 0.5731], [-4.8520, 0.3577, 0.7191], [-3.0580, 1.2197, 1.3321], [-3.1190, 0.7987, -0.4559], [-3.0420, -0.3523, 0.8181], [-5.3780, 1.1277, 0.4441], [-0.4650, 3.3647, -1.5399], [-0.2380, 4.2947, -0.4609], [-0.8170, 3.9457, -2.3459], [-1.2210, 2.5317, -1.3789], [0.4170, 2.8537, -1.8539], [0.3840, 4.9557, -0.7379], [4.1550, -0.8053, -0.5159], [4.2090, -0.7493, 0.8551], [4.8880, -1.5363, -0.9579], [4.2980, 0.2237, -0.8659], [3.1240, -1.0523, -0.7499], [5.0280, -0.2293, 1.1061], [0.1790, -2.8333, -4.0759], [-0.6430, -2.9973, -2.9169], [1.1070, -3.3543, -3.9889], [0.3280, -1.7523, -4.1199], [-0.3220, -3.1303, -5.0119], [-1.3040, -2.3153, -2.9169], [-1.3250, 1.9997, 3.9281], [-1.7460, 1.1357, 4.9961], [-0.6050, 2.6777, 4.2851], [-2.1530, 2.5627, 3.5461], [-0.8760, 1.4857, 3.0661], [-1.7110, 1.5597, 5.8851]],
  "atomic_forces_ev_per_a": [[0.9, 0.8, 0.2], [-0.7, -0.6, -0.1], [-0.6, 0.3, -1.0], [-0.2, -1.0, 0.0], [0.6, -0.7, -0.4], [-0.6, 0.2, -0.2], [0.7, 0.5, -0.1], [-0.1, 0.1, 0.8], [-0.1, 0.5, 1.3], [-0.4, -2.8, 2.7], [1.9, 0.6, 0.2], [1.0, -0.3, -1.1], [0.4, 2.7, -1.0], [-0.5, -0.4, -0.2], [-0.1, 0.3, 0.8], [-1.5, 0.5, -1.1], [-0.8, -0.6, 0.6], [-0.3, 0.5, -0.6], [7.2, -5.9, -1.3], [-5.3, 3.9, 1.7], [-2.4, 3.7, -5.1], [-1.8, -0.5, 2.4], [0.4, -0.1, 1.3], [1.2, -0.6, 0.5], [0.2, -0.3, 0.0], [0.8, 0.0, 0.2], [-7.9, -2.9, 3.2], [6.6, 2.1, -2.9], [4.3, 1.9, 3.3], [0.8, 0.2, -3.9], [-0.4, -0.1, -0.7], [-1.9, -1.6, 0.9], [-0.9, -0.2, -0.3], [-0.9, -0.1, 0.8], [7.0, -0.9, 1.5], [-4.9, -0.6, -2.3], [-4.7, 1.5, 1.0], [-1.8, -3.1, -4.2], [-0.6, 0.4, 0.9], [2.2, 0.4, 0.4], [-0.5, 0.7, 0.8], [3.0, 0.8, 1.5], [-0.1, -0.7, 0.6], [0.7, 1.5, -0.4], [-0.7, -0.2, 0.3], [0.5, -0.4, -0.3], [-0.3, 0.7, -0.8], [-0.1, -0.9, 0.5], [-0.4, -1.4, 1.0], [-0.3, 0.5, -0.2], [0.6, 0.0, 0.0], [-0.2, 0.8, -0.6], [0.0, 0.2, -0.2], [0.3, -0.1, 0.0], [0.6, 1.3, -0.4], [-1.3, 0.3, -0.3], [-0.1, 0.5, -0.3], [-0.5, 0.2, 0.6], [0.8, -1.9, 0.2], [0.5, -0.3, 0.2], [-0.6, -0.2, 0.6], [-0.9, -1.6, 0.5], [-0.6, 0.5, -1.4], [0.7, 1.4, 0.7], [0.9, -0.3, -0.1], [0.4, 0.3, -0.4], [0.2, 0.6, -1.8], [2.1, 0.6, 2.3], [-0.7, 0.7, 0.2], [0.2, -0.4, -0.7], [0.0, -0.2, -0.4], [-1.3, -1.0, -0.2], [-1.5, 1.7, -0.1], [0.9, -1.8, 0.0], [0.6, -0.4, 0.3], [0.8, -0.2, -0.6], [0.1, -0.2, 0.3], [-0.7, 0.5, 0.0], [-0.4, -0.4, 0.0], [0.3, 0.8, 0.7], [1.0, 1.0, 0.4], [-0.7, 0.4, -0.1], [-0.2, -0.6, 0.7], [0.1, -0.2, -1.3]],
  "gap_ev": 8.0,
  "max_force_ev_per_a": 9.42,
  "smiles": "NC(N)=O.NC(N)=O.NC(N)=O.CCO.CCO.CO.CO.CO.CO.CO.CO.CO",
  "relative_energy_kj_mol": 448.82,
  "lumo_ev": -0.28,
  "homo_energy_ev": -8.28,
  "e_tot_ev": -48866.716
}